[1]
DFT (wB97M-V/def2-TZVPD) results for a molecular structure, C31H50BeBrN4P3.

**Energy above the lowest of the compared OMol25 structures with the same formula, charge and spin**: 9.9 kcal/mol
**Kohn-Sham gap (alpha / beta)**: 4.78 / 3.76 eV
**HOMO (alpha / beta)**: -12.740 / -12.809 eV
**Largest force on an atom**: 3.32 eV/A

The geometry in ORCA input format:
```
! RIJCOSX wB97M-V def2-TZVPD def2/J DEFGRID3
* xyz 2 1
C -0.70 6.57 -4.39
C -0.89 5.20 -4.71
C -1.19 4.87 -6.05
C -1.26 5.90 -7.00
N -1.07 7.18 -6.67
C -0.79 7.52 -5.42
C -0.79 4.18 -3.70
C -0.81 3.30 -2.86
C -0.76 2.42 -1.78
C 0.37 2.54 -0.96
C 0.48 1.69 0.13
C -0.57 0.82 0.38
C -1.68 0.69 -0.43
C -1.80 1.52 -1.55
Be 0.14 -0.71 0.85
P 2.08 -1.52 0.81
H -1.37 3.84 -6.36
H -0.49 6.89 -3.37
H -1.47 5.67 -8.05
H -0.63 8.58 -5.19
H -2.67 1.48 -2.21
H 1.12 3.29 -1.19
H -2.42 -0.08 -0.21
H 1.41 1.68 0.70
C 2.18 -3.06 1.78
C 2.99 -4.18 1.12
H 1.14 -3.38 1.97
H 2.61 -2.80 2.76
H 3.04 -5.03 1.82
H 2.52 -4.54 0.19
H 4.02 -3.87 0.89
C 2.00 -1.86 -0.98
C 2.86 -0.95 -1.85
H 0.94 -1.75 -1.29
H 2.25 -2.92 -1.11
H 2.60 -1.16 -2.90
H 2.66 0.12 -1.67
H 3.93 -1.14 -1.72
C 3.55 -0.53 1.21
C 4.86 -1.31 1.11
H 3.42 -0.13 2.23
H 3.56 0.34 0.53
H 5.69 -0.61 1.29
H 4.93 -2.10 1.87
H 5.02 -1.75 0.12
Br -1.50 -1.40 2.09
P -2.39 -3.67 -2.03
C -0.58 -3.89 -1.90
C -0.22 -5.32 -2.30
H -0.27 -3.66 -0.87
H -0.08 -3.16 -2.56
H 0.83 -5.41 -2.56
H -0.42 -6.01 -1.47
H -0.81 -5.65 -3.16
C -2.99 -3.57 -0.31
C -4.40 -4.15 -0.17
H -2.96 -2.52 0.00
H -2.28 -4.11 0.32
H -4.65 -4.26 0.88
H -5.15 -3.49 -0.63
H -4.48 -5.13 -0.65
C -2.63 -2.00 -2.73
C -2.93 -2.15 -4.22
H -1.73 -1.39 -2.55
H -3.47 -1.52 -2.20
H -3.32 -1.22 -4.64
H -2.04 -2.42 -4.78
H -3.68 -2.93 -4.39
C 1.17 1.85 5.93
N 1.16 2.72 4.74
C -0.13 3.40 4.60
N -1.26 2.45 4.57
C -1.23 1.59 5.76
N 0.06 0.88 5.90
C 0.25 -0.12 4.85
P 0.27 0.63 3.13
C 1.51 1.99 3.54
C -1.27 1.69 3.33
H 1.05 2.48 6.83
H 2.12 1.30 5.97
H -0.13 3.98 3.67
H -0.28 4.07 5.47
H -2.03 0.85 5.69
H -1.36 2.23 6.65
H 1.20 -0.63 5.01
H -0.57 -0.85 4.89
H 1.57 2.69 2.70
H 2.50 1.52 3.67
H -2.14 1.02 3.32
H -1.35 2.37 2.47
*
```

=====

[2]
DFT (wB97M-V/def2-TZVPD) results for 7 unconnected molecules or ions with the total composition C31H50Br4NO11S2.

**Kohn-Sham gap (alpha / beta)**: 5.07 / 1.97 eV
**HOMO (alpha / beta)**: -13.587 / -13.587 eV
**Largest force on an atom**: 9.95 eV/A

The geometry in ORCA input format:
```
! RIJCOSX wB97M-V def2-TZVPD def2/J DEFGRID3
* xyz 2 2
C -1.50 1.09 3.53
C -1.20 1.82 2.11
C 0.24 2.37 2.17
C 0.69 2.91 0.89
C 0.95 1.65 -0.04
C -0.29 0.73 -0.25
N -1.25 0.78 0.98
O -2.17 -0.36 1.03
C 0.16 -0.75 -0.58
C -1.10 1.40 -1.41
C -2.24 2.77 1.65
H -0.87 0.20 3.63
H -2.54 0.77 3.61
H -1.38 1.78 4.37
H 0.94 1.62 2.56
H 0.30 3.17 2.91
H 1.64 3.38 1.12
H 0.04 3.73 0.56
H 1.71 0.95 0.29
H 1.37 2.02 -0.97
H 0.65 -0.66 -1.55
H -0.75 -1.29 -0.83
H 0.78 -1.24 0.16
H -1.27 2.47 -1.32
H -2.06 0.88 -1.49
H -0.58 1.26 -2.35
H -2.27 3.70 2.21
H -3.21 2.30 1.81
H -2.42 3.07 0.61
Br -2.00 9.05 -2.45
C -2.25 7.16 -2.12
C -3.59 6.89 -1.65
Br -3.66 5.35 -0.34
H -1.61 6.87 -1.29
H -1.97 6.59 -3.00
H -4.20 6.83 -2.55
H -3.89 7.82 -1.17
Br 2.40 -0.61 2.54
C 4.29 -0.95 3.05
C 4.48 -0.84 4.53
Br 6.36 -0.30 4.93
H 4.95 -0.24 2.54
H 4.54 -1.95 2.69
H 4.36 -1.80 5.02
H 3.87 -0.06 5.00
O 2.03 -6.01 -3.89
S 1.20 -6.02 -5.13
O 0.19 -7.12 -5.31
O 0.49 -4.58 -5.23
C -0.24 -4.13 -4.13
C 0.41 -3.17 -3.24
C 2.23 -5.83 -6.75
H -0.74 -4.94 -3.61
H -1.03 -3.60 -4.67
H -0.19 -3.00 -2.34
H 0.72 -2.28 -3.79
H 1.34 -3.64 -2.95
H 2.21 -6.78 -7.29
H 3.22 -5.47 -6.46
H 1.63 -5.14 -7.33
O -3.43 -5.45 0.39
S -1.97 -5.25 0.18
O -1.45 -5.33 -1.19
O -1.60 -3.72 0.81
C -1.80 -3.53 2.18
C -0.43 -3.17 2.82
C -0.93 -6.34 1.19
H -2.25 -4.38 2.70
H -2.48 -2.69 2.40
H 0.30 -3.96 2.58
H -0.59 -3.05 3.89
H 0.06 -2.33 2.33
H -1.21 -7.36 0.92
H -0.99 -6.29 2.28
H 0.10 -6.13 0.91
C -0.20 1.74 6.88
C -1.23 0.90 6.81
C -1.14 -0.55 6.69
O -2.06 -1.37 6.77
C 0.19 -1.07 6.45
C 1.30 -0.17 6.47
C 1.22 1.29 6.70
O 2.19 2.02 6.68
H -0.40 2.79 7.05
H -2.23 1.29 6.93
H 0.39 -2.11 6.27
H 2.23 -0.53 6.05
C 2.06 3.87 -6.71
C 1.76 2.63 -6.31
C 0.65 2.38 -5.43
O 0.55 1.41 -4.67
C -0.34 3.52 -5.47
C -0.14 4.71 -6.09
C 1.18 5.02 -6.64
O 1.68 6.15 -6.73
H 2.93 3.87 -7.35
H 2.38 1.80 -6.64
H -1.29 3.29 -5.01
H -0.91 5.47 -6.07
*
```